[1]
{
  "formula": "C34H59ClFeN2O2Si",
  "method": "ωB97M-V/def2-TZVPD",
  "symbols": ["O", "O", "C", "C", "H", "H", "H", "H", "H", "C", "C", "H", "H", "H", "H", "H", "C", "C", "C", "H", "H", "H", "H", "H", "C", "H", "H", "H", "H", "H", "H", "N", "C", "C", "C", "C", "H", "H", "H", "C", "H", "H", "H", "N", "C", "C", "C", "C", "H", "C", "H", "C", "H", "C", "C", "C", "C", "C", "C", "H", "C", "H", "C", "H", "C", "C", "Fe", "H", "H", "H", "H", "H", "H", "H", "H", "H", "H", "H", "H", "H", "C", "Si", "H", "H", "C", "C", "C", "H", "H", "H", "H", "H", "H", "H", "H", "H", "Cl", "C", "H", "H"],
  "positions_angstrom": [[1.386, -3.074, -2.091], [0.830, -1.809, -3.934], [2.493, -2.621, -1.232], [3.383, -3.784, -0.848], [2.043, -2.156, -0.340], [3.030, -1.856, -1.805], [3.031, -4.258, 0.075], [4.395, -3.416, -0.670], [3.439, -4.551, -1.632], [0.304, -3.775, -1.354], [-0.291, -4.808, -2.274], [-0.421, -3.014, -1.030], [0.771, -4.218, -0.471], [-0.846, -4.331, -3.093], [-0.969, -5.464, -1.718], [0.507, -5.430, -2.701], [-0.483, -1.223, -4.233], [1.967, -1.408, -4.761], [-1.225, -0.861, -2.974], [-1.029, -1.965, -4.829], [-0.312, -0.338, -4.855], [-1.624, -1.753, -2.476], [-2.072, -0.218, -3.236], [-0.597, -0.297, -2.274], [2.529, -2.574, -5.530], [2.709, -0.984, -4.073], [1.616, -0.622, -5.438], [2.869, -3.366, -4.855], [3.384, -2.229, -6.115], [1.786, -2.979, -6.222], [1.063, -2.435, -2.983], [-0.716, -0.108, 2.776], [-1.687, 0.107, 3.699], [-2.578, 1.178, 3.629], [-2.667, 2.121, 2.600], [-1.852, -0.875, 4.822], [-0.891, -1.199, 5.243], [-2.416, -1.771, 4.521], [-2.422, -0.395, 5.626], [-3.841, 3.050, 2.568], [-4.537, 2.809, 1.751], [-3.532, 4.101, 2.470], [-4.390, 2.943, 3.511], [-1.725, 2.216, 1.645], [-0.233, -1.444, 2.602], [1.049, -1.794, 3.068], [1.955, -0.793, 3.712], [1.470, -3.121, 2.971], [2.484, -3.371, 3.295], [0.597, -4.111, 2.531], [0.908, -5.156, 2.523], [-0.689, -3.766, 2.118], [-1.398, -4.536, 1.798], [-1.107, -2.438, 2.107], [-2.499, -2.127, 1.648], [-1.964, 2.979, 0.456], [-1.476, 4.298, 0.359], [-0.890, 5.019, 1.534], [-1.577, 4.960, -0.865], [-1.157, 5.964, -0.962], [-2.217, 4.356, -1.948], [-2.280, 4.876, -2.903], [-2.787, 3.092, -1.810], [-3.326, 2.628, -2.640], [-2.691, 2.398, -0.606], [-3.368, 1.073, -0.449], [0.019, 1.373, 1.829], [2.564, -0.248, 2.978], [2.659, -1.321, 4.371], [1.415, -0.057, 4.323], [-2.573, -1.159, 1.138], [-3.221, -2.122, 2.482], [-2.842, -2.901, 0.943], [-1.525, 5.872, 1.830], [0.093, 5.444, 1.284], [-0.763, 4.375, 2.411], [-4.239, 1.121, 0.225], [-2.684, 0.306, -0.063], [-3.732, 0.722, -1.424], [-3.345, 1.226, 4.401], [1.337, 0.985, 0.664], [1.989, 2.177, -0.680], [0.960, 0.074, 0.146], [2.236, 0.650, 1.229], [3.623, 1.494, -1.294], [2.305, 3.889, -0.008], [0.838, 2.278, -2.143], [0.717, 3.321, -2.458], [-0.161, 1.888, -1.922], [1.244, 1.715, -2.994], [4.380, 1.559, -0.503], [3.967, 2.079, -2.157], [3.530, 0.444, -1.600], [2.859, 3.841, 0.937], [1.376, 4.448, 0.153], [2.914, 4.446, -0.736], [0.236, 2.780, 4.458], [1.151, 2.485, 2.964], [1.366, 3.463, 2.521], [2.092, 2.013, 3.269]],
  "mulliken_charge": [-0.26, 0.07, 0.61, -1.44, -0.07, 0.04, 0.33, 0.46, 0.31, 0.41, -1.44, -0.09, 0.21, 0.26, 0.44, 0.31, -0.63, -0.23, -0.51, 0.16, 0.50, 0.27, 0.49, -0.17, -1.29, 0.16, 0.47, 0.25, 0.43, 0.33, 0.56, 1.53, 0.93, -2.33, 1.55, -1.72, 0.25, 0.20, 0.54, -1.54, 0.17, 0.21, 0.50, 1.81, -1.22, 2.03, -1.45, -1.00, 0.44, -0.88, 0.47, -0.84, 0.45, 1.16, -1.35, -1.27, 1.36, -1.51, -0.66, 0.42, -1.08, 0.36, -0.72, 0.38, 0.93, -0.74, -0.68, 0.04, 0.59, 0.19, -0.15, 0.29, 0.51, 0.40, 0.47, 0.09, 0.32, -0.57, 0.51, 0.27, 1.21, 0.28, -0.83, -0.28, -0.96, -0.92, -0.21, 0.44, -0.51, 0.35, 0.30, 0.30, -0.04, 0.31, 0.02, 0.39, -0.26, -1.15, 0.51, 0.46],
  "lumo_energy_ev": [-0.116, -0.116],
  "homo_lumo_gap_ev": [3.94, 5.05],
  "mol_weight_da": 647.24,
  "charge": 0,
  "multiplicity": 5,
  "largest_force_ev_per_a": 5.926
}

[2]
{
  "formula": "C18H22N2O3S2",
  "method": "ωB97M-V/def2-TZVPD",
  "symbols": ["C", "H", "H", "H", "S", "C", "C", "C", "N", "C", "O", "C", "O", "C", "C", "C", "C", "C", "C", "H", "H", "H", "H", "H", "H", "H", "H", "H", "C", "O", "N", "H", "C", "C", "C", "C", "C", "S", "H", "H", "H", "H", "H", "H", "H", "H", "H"],
  "positions_angstrom": [[-1.460, 0.933, -5.115], [-2.572, 1.093, -5.298], [-1.416, -0.094, -4.379], [-0.968, 0.680, -6.058], [-0.934, 2.248, -4.427], [-1.986, 2.744, -3.135], [-1.984, 1.844, -2.014], [-0.621, 1.291, -1.425], [-0.664, 0.878, -0.064], [0.326, 1.094, 0.861], [1.627, 1.539, 0.531], [0.233, 0.389, 2.129], [-1.340, -0.034, 2.289], [-1.433, -0.604, 3.587], [-0.782, -0.766, 4.617], [-1.162, -1.120, 5.785], [-2.625, -1.634, 5.868], [-3.294, -1.574, 4.702], [-2.789, -1.220, 3.674], [-3.317, -0.946, 2.702], [-4.333, -2.134, 4.669], [-2.694, -2.112, 6.717], [-0.466, -1.323, 6.734], [0.434, -0.153, 4.675], [0.965, -0.549, 2.366], [0.309, 1.288, 3.038], [-1.606, 0.500, 0.270], [0.097, 2.214, -1.330], [0.211, 0.436, -2.214], [-0.426, -0.553, -2.631], [1.557, 0.388, -2.160], [1.826, 1.140, -1.693], [2.424, -0.480, -2.724], [3.152, -1.094, -1.805], [3.449, -0.762, -0.499], [4.565, -1.759, 0.288], [4.761, -2.819, -0.646], [4.297, -2.343, -2.116], [5.580, -3.465, -0.403], [4.888, -1.538, 1.168], [3.019, 0.204, 0.140], [3.236, 0.215, -3.555], [1.787, -1.152, -3.377], [-2.745, 2.090, -1.240], [-2.306, 0.590, -2.424], [-1.791, 3.631, -2.573], [-3.027, 2.798, -3.505]],
  "nbo_charge": [-0.90, 0.22, 0.26, 0.27, 0.33, -0.61, -0.38, -0.14, -0.56, 0.61, -0.71, -0.18, -0.54, 0.29, -0.28, -0.19, -0.19, -0.25, -0.19, 0.22, 0.21, 0.21, 0.23, 0.16, 0.28, 0.25, 0.45, 0.20, 0.66, -0.66, -0.57, 0.41, -0.23, -0.29, -0.24, -0.20, -0.49, 0.48, 0.25, 0.19, 0.27, 0.17, 0.26, 0.23, 0.21, 0.25, 0.23],
  "lumo_energy_ev": 0.344,
  "homo_lumo_gap_ev": 8.55,
  "e_above_lowest_kj_mol": 1547.0,
  "mol_weight_da": 378.52,
  "charge": 0,
  "largest_force_ev_per_a": 16.463
}

[3]
{
  "formula": "C2N3O5S",
  "method": "ωB97M-V/def2-TZVPD",
  "symbols": ["C", "C", "N", "N", "N", "O", "O", "O", "O", "O", "S"],
  "positions_angstrom": [[-2.457, -0.534, 0.684], [-0.160, -0.067, -1.804], [-3.318, -1.242, 1.002], [-0.339, -0.308, -0.113], [2.120, 0.632, 0.970], [-1.243, 0.111, -2.318], [1.628, 1.731, 1.019], [1.025, -0.080, -2.077], [3.259, 0.393, 1.289], [-1.480, 0.255, 0.614], [0.965, -0.891, 0.734]],
  "nbo_charge": [0.57, 0.93, -0.47, -0.48, 0.42, -0.67, -0.38, -0.67, -0.41, -0.36, 0.53],
  "smiles": "N#CON(S[N+](=O)[O-])C(=O)[O-]",
  "lumo_energy_ev": 3.085,
  "homo_lumo_gap_ev": 9.32,
  "e_above_lowest_kj_mol": 0.0,
  "mol_weight_da": 178.11,
  "charge": -1,
  "largest_force_ev_per_a": 2.562
}

[4]
{
  "formula": "C2H5N4",
  "method": "ωB97M-V/def2-TZVPD",
  "symbols": ["C", "C", "N", "N", "N", "N", "H", "H", "H", "H", "H"],
  "positions_angstrom": [[1.429, -1.342, -0.267], [0.383, 1.004, -0.008], [2.122, -0.396, 0.019], [1.795, 0.840, 0.068], [-0.269, -0.102, -0.051], [-1.517, -0.532, -0.070], [1.433, -2.427, -0.459], [0.125, 1.970, -0.174], [2.318, 1.692, 0.151], [-2.345, 0.140, -0.347], [-1.694, -1.446, 0.335]],
  "nbo_charge": [0.29, 0.17, -0.12, -0.35, -0.19, -0.61, 0.29, 0.23, 0.45, 0.42, 0.42],
  "smiles": "C#[N+]N/C=N/N",
  "lumo_energy_ev": -4.713,
  "homo_lumo_gap_ev": 8.91,
  "e_above_lowest_kj_mol": 362.8,
  "mol_weight_da": 85.09,
  "charge": 1,
  "largest_force_ev_per_a": 3.847
}